Entry from the OMol25 dataset: a structure of composition C37H52CsN7O2SSb in a non-equilibrium geometry (ωB97M-V with the def2-TZVPD basis set).

```
101
Properties=species:S:1:pos:R:3:lowdin_charge:R:1
Cs -2.430 -0.723 0.863 1.135
O -3.334 2.295 3.823 -0.053
C -2.365 1.582 3.478 -0.588
N -1.476 1.793 2.527 -0.019
C -1.631 3.095 1.917 -0.207
C -2.455 3.186 0.646 -0.255
C -3.047 4.406 0.306 -0.025
C -3.753 4.519 -0.874 -0.078
C -3.876 3.403 -1.692 -0.074
C -3.271 2.231 -1.278 -0.164
N -2.566 2.124 -0.150 0.022
C -2.155 0.306 4.295 -0.220
C -2.826 0.191 5.512 -0.014
C -2.639 -0.944 6.277 -0.075
C -1.799 -1.941 5.804 -0.074
C -1.176 -1.748 4.582 -0.148
N -1.342 -0.651 3.845 0.033
H -0.634 3.477 1.649 0.087
H -2.067 3.816 2.621 0.109
H -2.956 5.245 0.983 0.111
H -4.218 5.457 -1.150 0.100
H -4.432 3.436 -2.618 0.097
H -3.351 1.327 -1.870 0.100
H -3.480 0.999 5.805 0.108
H -3.144 -1.054 7.230 0.099
H -1.624 -2.850 6.365 0.096
H -0.503 -2.491 4.172 0.078
O -3.236 -1.863 -1.137 -0.501
C -3.636 -3.031 -1.460 -0.433
C -4.940 -3.254 -1.995 -0.037
C -5.396 -4.504 -2.340 -0.129
C -4.591 -5.634 -2.179 -0.142
C -3.320 -5.457 -1.664 -0.083
C -2.825 -4.203 -1.311 -0.102
C -1.454 -4.109 -0.801 -0.311
N -0.973 -3.323 0.142 0.039
C 0.351 -3.654 0.285 -0.167
C 0.688 -4.643 -0.586 -0.112
N -0.468 -4.923 -1.277 0.092
H -5.565 -2.378 -2.121 0.100
H -6.400 -4.612 -2.738 0.090
H -4.956 -6.621 -2.430 0.079
H -2.695 -6.331 -1.498 0.099
H 0.971 -3.161 1.016 0.041
H 1.613 -5.155 -0.777 0.100
H -0.577 -5.571 -2.036 0.144
C 4.740 0.107 3.564 -0.082
N 3.384 0.568 3.474 -0.178
C 3.100 1.962 3.194 -0.131
C 1.575 1.965 3.043 -0.138
N 1.296 0.561 2.800 0.045
C 2.320 -0.224 3.166 -0.832
S 2.336 -1.899 3.188 0.618
H 5.305 0.377 2.663 0.079
H 4.729 -0.976 3.667 0.037
H 5.235 0.549 4.431 0.084
H 3.608 2.278 2.273 0.102
H 3.448 2.602 4.009 0.119
H 1.237 2.576 2.208 0.075
H 1.061 2.309 3.944 0.124
H 0.325 0.255 2.797 0.077
C 0.601 -1.863 -3.078 -0.125
C 0.437 -0.348 -3.185 -0.704
C -1.065 -0.061 -3.240 -0.138
C 1.096 0.150 -4.465 -0.117
Sb 1.152 0.541 -1.288 1.610
C 1.490 2.671 -1.825 -0.703
C 0.193 3.230 -2.406 -0.126
C 1.739 3.393 -0.500 -0.140
C 2.636 2.964 -2.786 -0.118
C 3.229 -0.223 -1.133 -0.699
C 3.947 0.599 -0.064 -0.133
C 3.114 -1.648 -0.596 -0.145
C 4.055 -0.231 -2.414 -0.115
H 0.060 -2.341 -3.903 0.090
H 0.182 -2.254 -2.149 0.056
H 1.644 -2.175 -3.143 0.062
H -1.485 -0.505 -4.150 0.091
H -1.282 1.007 -3.264 0.051
H -1.598 -0.507 -2.399 0.046
H 0.681 -0.399 -5.320 0.082
H 2.174 -0.003 -4.469 0.057
H 0.903 1.208 -4.641 0.058
H -0.662 3.024 -1.762 0.052
H -0.024 2.835 -3.398 0.062
H 0.278 4.320 -2.499 0.086
H 0.903 3.244 0.184 0.041
H 1.838 4.471 -0.678 0.088
H 2.648 3.053 -0.002 0.050
H 2.529 2.439 -3.734 0.060
H 3.604 2.703 -2.361 0.056
H 2.658 4.039 -3.005 0.081
H 3.360 0.649 0.857 0.047
H 4.166 1.615 -0.391 0.061
H 4.902 0.119 0.183 0.084
H 2.608 -1.673 0.370 0.018
H 4.119 -2.062 -0.447 0.089
H 2.577 -2.311 -1.272 0.046
H 4.160 0.761 -2.855 0.054
H 3.629 -0.893 -3.166 0.059
H 5.063 -0.603 -2.191 0.082
```

Properties
**HOMO**: -4.27 eV
**Orbital gap**: 0.2342 Eh
**DFT total energy**: -2633.5695 Eh
**Net charge**: -1
**ΔE to the lowest compared entry with this formula, charge and spin**: 14.48 kJ/mol
**Lowest unoccupied orbital energy**: 2.10 eV